Record 1
# C18H15N7ReS

A structure of composition C18H15N7ReS in a non-equilibrium geometry (the ωB97M-V functional and the def2-TZVPD basis, the Open Molecules 2025 dataset).

Properties
Largest force on an atom in eV/Å: 2.52
Kohn-Sham gap (alpha / beta) in eV: 6.0 / 4.2
<S²>: 3.827
Relative energy (zero: lowest compared OMol25 entry of this formula, charge and spin) in kcal per mole: 0.00
E_HOMO (alpha / beta) in hartree: -0.751 / -0.739

ORCA input file:
```
! RIJCOSX wB97M-V def2-TZVPD def2/J DEFGRID3
* xyz 4 4
Re -0.7346 0.1427 0.4453
N 1.1210 3.0075 -2.2009
C 0.2225 2.4020 -1.4600
N 0.4837 1.1659 -0.9353
C 1.6184 0.4331 -1.3077
N 1.6612 -0.8517 -1.0224
N 0.5707 -1.2618 -0.3638
C 0.1078 -2.5064 -0.6487
C -1.2748 -2.6286 -0.2742
C -2.0574 -3.7283 -0.5687
C -3.4118 -3.8255 -0.2971
C -4.0071 -2.7663 0.4365
C -3.1890 -1.6654 0.7239
N -1.8865 -1.5790 0.3554
C 2.5325 1.0009 -2.2279
C 3.6829 0.3933 -2.6691
C 4.6440 1.0753 -3.3784
C 4.4241 2.4726 -3.7233
C 3.2835 3.1313 -3.2656
C 2.3546 2.3990 -2.5493
H 0.9750 3.9091 -2.7044
H -0.7518 2.8133 -1.2867
H 0.7031 -3.2384 -1.1949
H -1.6070 -4.4754 -1.2064
H -4.0084 -4.6614 -0.6719
H -5.0477 -2.8036 0.7701
H -3.5095 -0.7417 1.2190
H 3.8840 -0.6213 -2.4443
H 5.5888 0.6319 -3.6837
H 5.1590 3.0637 -4.2111
H 3.1564 4.1666 -3.4551
S -1.7394 2.1478 1.3475
C -1.5273 1.2087 2.8178
N -1.8854 1.5738 4.0843
C -1.5464 0.8157 5.1342
C -1.0476 -0.5035 4.8831
C -0.8296 -0.8942 3.5678
N -1.0657 -0.0135 2.6142
H -2.2168 2.5398 4.2421
H -1.5922 1.2722 6.1327
H -0.6968 -1.1041 5.7051
H -0.5403 -1.8962 3.2717
*
```



Record 2
# C18H15NO5

The molecule C18H15NO5 in a non-equilibrium geometry (the ωB97M-V functional and the def2-TZVPD basis, the Open Molecules 2025 dataset).

Properties
Largest force on an atom in eV/Å: 1.26
SMILES: Cc1ccc2c(c1)[C@](O)(CC(=O)c1ccc3c(c1)OCO3)C(=O)N2
Kohn-Sham gap in eV: 8.7
Relative energy (zero: lowest compared OMol25 entry of this formula, charge and spin) in kcal per mole: 19.02
E_HOMO in hartree: -0.304

ORCA input file:
```
! RIJCOSX wB97M-V def2-TZVPD def2/J DEFGRID3
* xyz 0 1
C 5.0173 2.0265 1.2237
C 3.9587 0.9677 1.2871
C 3.5517 0.4414 2.5058
C 2.5631 -0.5299 2.5957
C 1.9839 -0.9614 1.4227
C 2.3717 -0.4367 0.1886
C 3.3534 0.5218 0.1116
C 1.5393 -1.0779 -0.8932
O 2.2738 -1.6550 -1.9485
C 0.5620 -0.0732 -1.5414
C -0.4259 0.4615 -0.5228
O -0.0457 1.1039 0.4336
C -1.8658 0.2005 -0.7501
C -2.3388 -0.9106 -1.4435
C -3.7006 -1.1335 -1.6155
C -4.5665 -0.2034 -1.0899
C -4.1002 0.9106 -0.3829
C -2.7635 1.1272 -0.1895
O -5.1686 1.6591 0.0336
C -6.3187 0.9851 -0.4274
O -5.9287 -0.1762 -1.1319
C 0.7060 -2.1091 -0.0887
O -0.0709 -2.9198 -0.5347
N 1.0080 -1.9355 1.2243
H 4.5555 3.0042 1.0850
H 5.5997 2.0528 2.1412
H 5.6877 1.8522 0.3847
H 4.0165 0.7976 3.4135
H 2.2587 -0.9260 3.5521
H 3.6540 0.9226 -0.8450
H 2.7917 -2.3952 -1.6143
H 1.1553 0.7625 -1.9179
H 0.0763 -0.5674 -2.3791
H -1.6523 -1.6553 -1.8117
H -4.0666 -2.0007 -2.1384
H -2.3913 1.9740 0.3625
H -6.8925 1.6455 -1.0969
H -6.9498 0.7002 0.4296
H 0.5621 -2.4501 1.9679
*
```



Record 3
# C18H16Cl3N2O10P2RuS2

A structure of composition C18H16Cl3N2O10P2RuS2 in a non-equilibrium geometry (the ωB97M-V functional and the def2-TZVPD basis, the Open Molecules 2025 dataset).

Properties
Largest force on an atom in eV/Å: 2.33
Kohn-Sham gap (alpha / beta) in eV: 6.5 / 6.5
<S²>: 0.757
Relative energy (zero: lowest compared OMol25 entry of this formula, charge and spin) in kcal per mole: 30.76
E_HOMO (alpha / beta) in hartree: -0.083 / -0.081

ORCA input file:
```
! RIJCOSX wB97M-V def2-TZVPD def2/J DEFGRID3
* xyz -2 2
Ru 0.9870 0.9039 -0.9697
C -1.8918 -2.5298 0.0743
C -0.7080 -1.8256 -0.5285
N -0.7312 -0.5782 -0.8235
N -1.9606 0.0802 -0.6481
C -1.9656 1.1350 -1.3809
S -0.6511 1.6547 -2.4032
S -3.3873 2.2075 -1.2036
C -3.1354 2.5840 0.5668
C -3.6405 1.5548 1.5404
C -2.7339 0.8378 2.3159
C -3.1879 -0.1057 3.2293
C -4.5480 -0.3454 3.3767
C -5.4573 0.3665 2.6026
C -5.0020 1.3085 1.6922
C 0.4860 -2.5973 -0.8873
C 0.5480 -3.9688 -0.6103
C 1.5853 -4.7685 -1.0449
C 2.6075 -4.1792 -1.7970
C 2.5799 -2.8372 -2.0866
C 1.5274 -1.9961 -1.6424
O 1.5856 -0.7450 -1.9766
H -2.6325 -1.8074 0.4010
H -1.5652 -3.1275 0.9258
H -2.3507 -3.2035 -0.6538
H -3.6492 3.5361 0.7135
H -2.0649 2.7442 0.7013
H -1.6719 1.0177 2.1796
H -2.4692 -0.6612 3.8204
H -4.8995 -1.0812 4.0913
H -6.5212 0.1832 2.7061
H -5.7110 1.8518 1.0752
H -0.2495 -4.4223 -0.0358
H 1.6015 -5.8258 -0.8120
H 3.4386 -4.7829 -2.1478
H 3.3759 -2.3605 -2.6453
O 1.9746 -0.3259 1.1126
P 1.4106 1.0323 1.8353
O 1.5268 1.0104 3.2991
O 0.0627 1.1789 1.1406
O 2.4361 2.0910 1.1335
P 1.9098 3.4921 0.4399
O 3.2119 3.9282 -0.3963
O 1.6114 4.4871 1.4767
O 0.8770 2.9913 -0.5800
H 2.8723 -0.2284 0.7427
H 3.1853 3.4604 -1.2451
Cl 4.4523 2.6048 -3.9332
C 4.8980 1.3771 -2.7334
Cl 5.3695 -0.1140 -3.5963
Cl 6.2814 1.9768 -1.7983
C 3.7295 1.0094 -1.7374
O 2.6198 1.5572 -2.0405
O 4.0339 0.2546 -0.8347
*
```



Record 4
# C18H16Cl5CoN2O8S

A structure of composition C18H16Cl5CoN2O8S (the ωB97M-V functional and the def2-TZVPD basis, the Open Molecules 2025 dataset).

Properties
Largest force on an atom in eV/Å: 0.49
Kohn-Sham gap (alpha / beta) in eV: 6.7 / 6.7
<S²>: 0.755
Relative energy (zero: lowest compared OMol25 entry of this formula, charge and spin) in kcal per mole: 0.00
E_HOMO (alpha / beta) in hartree: -0.172 / -0.172

ORCA input file:
```
! RIJCOSX wB97M-V def2-TZVPD def2/J DEFGRID3
* xyz -1 2
Co -0.6326 0.5748 0.1481
Cl 5.0444 4.4761 -2.6788
C 3.5370 3.8337 -2.1210
C 3.1473 3.9862 -0.7938
Cl 4.1868 4.8261 0.3066
C 1.9393 3.4737 -0.3471
Cl 1.4446 3.6850 1.2960
C 1.0426 2.7757 -1.2009
O -0.0740 2.3088 -0.8120
C 1.4797 2.6410 -2.5508
Cl 0.4278 1.7863 -3.6155
C 2.6847 3.1557 -2.9945
Cl 3.1511 2.9554 -4.6481
O -4.2996 -2.7655 -3.1812
C -3.5531 -2.0531 -2.5627
C -2.0620 -2.2660 -2.3468
O -1.4005 -3.2398 -2.6720
C -1.6290 -1.0988 -1.6155
C -2.6924 -0.2824 -1.2286
O -2.4917 0.7033 -0.4364
C -3.9466 -0.7820 -1.8043
O -5.0693 -0.3424 -1.6896
O -0.4308 -0.8155 -1.2008
C -2.0698 2.7340 1.5461
O -1.1472 1.6798 1.8581
C -1.5455 0.8631 2.9557
C -2.4106 -0.2991 2.5091
O -1.6662 -1.0390 1.5603
C -1.4631 -2.4065 1.8253
H -2.1479 3.3984 2.4106
H -3.0443 2.3309 1.2704
H -1.6448 3.2581 0.6954
H -2.0626 1.4796 3.6969
H -0.6222 0.4765 3.3888
H -3.3285 0.0495 2.0293
H -2.6728 -0.9173 3.3736
H -2.4161 -2.9396 1.8976
H -0.8895 -2.5550 2.7477
H -0.9007 -2.8069 0.9827
S 1.4661 0.0931 1.2116
C 2.0182 -1.4206 0.6920
N 1.7793 -2.0224 -0.4627
C 2.3859 -3.3437 -0.5319
C 3.3103 -3.3583 0.7033
N 2.8424 -2.1928 1.4451
H 0.9610 -1.7068 -1.0224
H 2.9430 -3.4586 -1.4602
H 1.6244 -4.1247 -0.4968
H 4.3620 -3.2637 0.4249
H 3.1893 -4.2672 1.2916
H 3.3463 -1.7770 2.2076
*
```



Record 5
# C18H16F16O5

A cluster of 3 separate species, C18H16F16O5 in total in a non-equilibrium geometry (the ωB97M-V functional and the def2-TZVPD basis, the Open Molecules 2025 dataset).

Properties
Largest force on an atom in eV/Å: 7.84
SMILES: FC(F)C(F)(F)COC(F)(F)C(F)F.FC(F)C(F)(F)COC(F)(F)C(F)F.C#CCCCOC(=O)OC#C
Kohn-Sham gap in eV: 10.0
Relative energy (zero: lowest compared OMol25 entry of this formula, charge and spin) in kcal per mole: 112.38
E_HOMO in hartree: -0.356

ORCA input file:
```
! RIJCOSX wB97M-V def2-TZVPD def2/J DEFGRID3
* xyz 0 1
F -5.0433 -1.7752 -4.3524
C -4.0793 -1.2304 -3.5863
F -2.9357 -1.2828 -4.3183
C -3.8944 -1.9667 -2.2588
F -3.4612 -3.2375 -2.4559
F -2.8940 -1.3359 -1.5680
C -5.1292 -1.9947 -1.3367
O -5.9399 -3.1763 -1.3806
C -6.9137 -3.2397 -2.4077
F -7.0330 -2.0293 -2.9891
F -8.0941 -3.4729 -1.7852
C -6.6405 -4.3658 -3.4141
F -5.4301 -4.2301 -4.0037
F -7.5605 -4.3561 -4.4111
H -4.3194 -0.1762 -3.4220
H -4.7442 -1.9768 -0.3122
H -5.7321 -1.0848 -1.4191
H -6.6689 -5.3433 -2.9262
F 2.2439 3.9336 3.9686
C 2.5894 3.5239 2.7327
F 3.5379 4.3940 2.2940
C 1.4043 3.4983 1.7668
F 0.9109 4.7455 1.5607
F 1.8674 3.0760 0.5500
C 0.2465 2.5594 2.1576
O -0.8698 3.1612 2.8287
C -0.7522 3.3293 4.2300
F 0.3180 2.6429 4.6769
F -1.8374 2.7214 4.7686
C -0.7379 4.8054 4.6503
F 0.2781 5.4837 4.0692
F -0.5664 4.9243 5.9913
H 3.0552 2.5374 2.8105
H -0.1765 2.1898 1.2184
H 0.5951 1.6594 2.6738
H -1.6728 5.3003 4.3757
C 6.9784 -3.2178 0.8461
C 6.8358 -2.3377 -0.1439
C 6.6138 -1.2989 -1.3449
C 6.3515 0.2292 -0.8883
C 4.8188 0.5189 -0.4016
O 4.3112 -0.5121 0.5090
C 2.8704 -0.6483 0.3716
O 2.1599 -0.3110 1.3678
O 2.3992 -1.1573 -0.8882
C 0.9998 -1.5259 -0.6968
C -0.2109 -2.0639 -0.7811
H 7.2799 -4.1949 1.3966
H 7.5760 -1.3319 -1.9995
H 5.7406 -1.5864 -2.0636
H 7.1310 0.5437 -0.0901
H 6.5408 0.9144 -1.8152
H 4.8342 1.5509 0.1497
H 4.1706 0.6807 -1.3428
H -1.2202 -2.4892 -1.1691
*
```